# 1
The molecule C3H2N2O, computed with the ωB97M-V functional and the def2-TZVPD basis.

LUMO (eV): 0.3
SMILES string: N=C=C1NC1=O
Energy relative to the best compared isomer or geometry (same formula, charge and spin) (kJ/mol): 291.36
Kohn-Sham gap (eV): 8.9
HOMO level (eV): -8.6

Each line ends with the Mulliken charge.
Atoms and positions in Å:
N (-1.949, 0.887, -0.047)  -0.273
C (-1.036, 0.202, 0.217)  0.459
C (0.058, -0.414, 0.502)  -0.463
N (1.193, -1.294, -0.015)  -0.434
C (1.349, 0.036, 0.060)  0.644
O (2.100, 0.915, -0.136)  -0.473
H (-2.701, 1.473, 0.276)  0.277
H (0.985, -1.805, -0.858)  0.263

=====

# 2
A cluster of 2 separate species, C3H2N2O in total, computed with the ωB97M-V functional and the def2-TZVPD basis.

LUMO (eV): -0.6
Energy relative to the best compared isomer or geometry (same formula, charge and spin) (kJ/mol): 120.03
Kohn-Sham gap (eV): 9.5
HOMO level (eV): -10.1

Each line ends with the Mulliken charge.
Atoms and positions in Å:
C (1.648, -0.212, 0.078)  0.456
C (-1.518, 1.821, 0.049)  0.151
C (-0.546, -1.008, -0.115)  -0.300
N (2.739, -0.049, 0.352)  -0.408
N (0.572, -0.560, -0.431)  -0.321
O (-0.684, 2.606, 0.122)  -0.147
H (-1.019, -1.121, 0.880)  0.331
H (-1.192, -1.478, -0.934)  0.237

=====

# 3
A cluster of 2 separate species, C3H2N2O in total, computed with the ωB97M-V functional and the def2-TZVPD basis.

LUMO (spin up / spin down) (eV): -2.4 / -2.4
Energy relative to the best compared isomer or geometry (same formula, charge and spin) (kJ/mol): 458.72
Kohn-Sham gap (spin up / spin down) (eV): 8.2 / 8.2
HOMO level (spin up / spin down) (eV): -10.6 / -10.6

Each line ends with the Mulliken charge.
Atoms and positions in Å:
C (0.179, -2.146, 1.864)  -0.105
C (1.562, 0.066, 0.089)  0.506
C (0.320, -0.634, -0.073)  -0.017
N (0.007, -2.928, 2.693)  -0.311
N (0.409, 0.735, 0.537)  -0.276
O (2.726, 0.289, 0.139)  -0.415
H (-0.321, -1.105, -0.790)  0.360
H (-0.117, 1.502, 0.165)  0.257